[1]
A single C8H17NO2S molecule at a distorted geometry. Source: the Open Molecules 2025 dataset; level of theory: wB97M-V/def2-TZVPD.

The geometry in XYZ format:
```
29
Properties=species:S:1:pos:R:3:forces:R:3:nbo_charge:R:1
C 1.9672 0.0202 -1.1234 -2.7 -2.7 0.4 -0.60
C 1.1323 -0.0989 0.1737 0.9 0.2 0.8 -0.06
C 2.0364 -0.7592 1.2698 -0.1 -1.0 -0.4 -0.61
C 0.6580 1.3838 0.5899 1.0 -2.8 0.5 -0.41
C -0.8342 1.3167 0.8284 -2.1 1.8 1.0 -0.45
C -1.3965 -0.0322 0.6794 1.4 -4.3 -1.2 -0.47
S -3.0298 -0.2259 -0.0454 -1.5 0.1 -2.7 2.15
C -2.9924 0.6426 -1.7117 0.2 -1.9 1.3 -0.84
O -3.9344 0.4753 0.8086 -0.2 1.0 0.8 -0.96
O -3.4350 -1.5853 -0.3543 1.4 0.2 0.3 -0.95
C -0.0596 -1.0554 -0.0554 -2.9 2.7 3.8 0.02
N -0.0974 -2.2797 0.7227 2.4 0.3 -3.8 -0.85
H 1.2552 0.4167 -1.8658 0.7 0.0 -0.2 0.20
H 2.1516 -1.0726 -1.3359 0.5 1.3 -0.5 0.20
H 2.8361 0.5892 -0.9904 1.3 0.8 0.0 0.22
H 2.7985 -0.0097 1.5807 -0.1 -0.8 -0.3 0.20
H 2.4751 -1.7541 0.7802 -0.6 2.2 1.4 0.22
H 1.4529 -1.0651 2.1969 0.7 0.4 -1.2 0.22
H 0.8643 1.9961 -0.2572 0.3 0.8 -0.3 0.21
H 1.3400 1.6143 1.4430 -1.0 0.5 -0.5 0.22
H -1.2028 1.6355 1.8539 0.7 0.4 -1.3 0.24
H -1.4012 1.8720 0.0402 0.8 0.5 0.9 0.21
H -1.6699 -0.5603 1.6280 0.6 0.4 -0.5 0.23
H -2.4181 -0.0197 -2.3373 0.6 0.1 -0.2 0.23
H -3.9330 0.7824 -2.2114 -0.8 -0.3 0.5 0.25
H -2.5767 1.5809 -1.5321 1.0 1.5 -0.1 0.21
H -0.2546 -1.2539 -1.0825 -0.2 -0.1 -0.9 0.20
H -0.6445 -2.3450 1.5102 -1.6 0.0 1.6 0.37
H -0.2829 -2.9493 0.0057 -0.5 -1.2 0.6 0.38
```
Forces are in eV/Å.

Properties
HOMO = -9.17 eV
DFT total energy = -918.34572 Ha
energy relative to the best compared isomer or geometry (same formula, charge and spin) = 253.2 kJ/mol
molar mass = 191.30 u
net charge = 0



[2]
A molecular structure, C14H17IN6O3STi at a distorted geometry. Source: the Open Molecules 2025 dataset; level of theory: wB97M-V/def2-TZVPD.

The geometry in XYZ format:
```
43
Properties=species:S:1:pos:R:3:forces:R:3:nbo_charge:R:1
Ti 0.0261 -0.0873 0.4491 -0.8 1.1 0.0 1.26
N 3.7566 1.4103 -0.0843 -0.6 0.3 0.0 -0.48
C 4.2256 0.1193 -0.0188 -0.3 -0.9 0.1 0.11
C 5.4991 -0.4184 -0.1370 0.0 0.0 0.0 -0.20
C 5.6047 -1.7935 -0.0927 0.1 0.2 0.0 -0.18
C 4.4873 -2.6129 0.0968 -0.2 0.0 0.1 -0.19
C 3.2247 -2.0826 0.2601 0.0 0.0 0.0 -0.24
C 3.0926 -0.7005 0.1854 0.8 0.3 -0.1 0.16
N 1.9698 0.1015 0.2422 2.7 1.5 -0.4 -0.57
C 2.4069 1.3608 0.0532 0.7 -1.2 0.1 0.37
C 1.4209 2.3847 -0.0883 -0.3 1.5 -0.3 0.06
C 1.5265 3.7339 -0.3346 -0.3 -0.7 0.1 -0.39
S -0.0261 4.4211 -0.5586 0.2 -0.6 0.2 0.59
C -0.7294 2.8848 -0.2931 0.3 0.3 0.0 -0.14
N 0.1184 1.9082 -0.0507 0.1 2.0 -0.5 -0.52
H 4.3143 2.2370 -0.2289 0.0 0.0 0.0 0.44
H 6.3620 0.2134 -0.2631 0.2 0.0 -0.1 0.24
H 6.5738 -2.2502 -0.2065 0.1 0.0 0.0 0.24
H 4.6234 -3.6818 0.1165 0.0 -0.1 0.1 0.23
H 2.3587 -2.7004 0.4468 0.1 0.0 0.0 0.20
H 2.4136 4.3349 -0.3926 0.2 0.1 -0.1 0.27
H -1.7931 2.7446 -0.3489 -0.2 -0.1 0.0 0.24
C -4.5689 0.8609 0.5762 -0.3 0.0 -0.5 -0.27
O -3.6718 0.9638 1.7009 0.3 0.0 0.4 -0.46
C -2.4241 0.6299 1.5496 0.1 0.2 0.7 0.93
O -1.9226 0.1981 0.5049 -1.8 0.5 0.0 -0.68
N -1.6798 0.7989 2.6790 -0.5 0.2 0.3 -0.47
N -0.3092 0.4658 2.6595 0.2 0.0 0.2 -0.64
H -5.5415 0.6107 0.9923 0.1 0.0 0.0 0.23
H -4.2337 0.0938 -0.1183 0.0 0.0 0.2 0.21
H -4.6140 1.8219 0.0659 0.0 0.0 0.1 0.21
H -2.1141 1.1648 3.5253 0.1 -0.2 -0.3 0.43
H -0.1155 -0.3274 3.2957 -0.2 0.6 -0.4 0.40
H 0.2506 1.2739 2.9725 -0.4 -0.5 -0.2 0.40
N 0.1203 -4.0760 0.0584 -0.1 0.6 0.3 -0.74
C -0.4923 -3.0433 0.6561 0.3 -0.3 -0.6 0.65
O 0.0142 -1.8816 0.6948 -0.3 -4.6 0.4 -0.68
C -1.8666 -3.2641 1.1521 -0.7 0.3 -0.4 -0.58
I -3.1344 -2.6446 -0.5619 0.3 -0.6 0.6 0.17
H 0.9611 -3.9447 -0.4856 0.0 0.0 0.1 0.43
H -0.3085 -4.9892 0.0336 0.0 0.1 0.0 0.43
H -2.1256 -2.6106 1.9849 0.1 -0.1 -0.2 0.25
H -2.1123 -4.3022 1.3625 0.0 0.1 0.0 0.26
```
Forces are in eV/Å.

Properties
HOMO (spin up / spin down) = -11.98 / -14.01 eV
DFT total energy = -2642.88713 Ha
2S+1 = 3
energy relative to the best compared isomer or geometry (same formula, charge and spin) = 94.5 kJ/mol
molar mass = 524.17 u
net charge = +2